Here is a molecular structure, C28H28F9N4O3Ru in a non-equilibrium geometry from the OMol25 dataset. Energies are from wB97M-V/def2-TZVPD.

**Net charge**: +3
**Spin multiplicity**: 5
**DFT total energy**: -68607.5001 eV
**Gap between HOMO and LUMO (alpha / beta)**: 7.23 / 5.27 eV
**Expectation value of S²**: 6.045
**HOMO level (alpha / beta)**: -16.5458 / -16.6399 eV

```
73
C28H28F9N4O3Ru | the OMol25 dataset | wB97M-V/def2-TZVPD
Ru 1.030 -0.598 -0.710
C 4.888 2.506 4.530
C 3.970 2.111 3.395
C 3.129 3.030 2.787
C 2.241 2.688 1.756
C 1.443 3.743 1.191
N 0.259 3.659 0.678
C -0.640 2.500 0.683
C -2.095 2.941 0.773
C -3.026 1.739 0.672
N -3.136 1.022 1.971
C -3.237 -0.230 2.192
C -3.085 -1.306 1.201
C -4.115 -2.188 1.087
C -4.122 -3.188 0.075
C -5.294 -4.082 -0.111
C -2.962 -3.318 -0.727
C -1.852 -2.534 -0.574
C -0.675 -2.952 -1.347
N 0.495 -2.450 -1.388
C 1.557 -3.265 -2.021
C 2.585 -3.618 -0.952
C 3.460 -2.445 -0.555
N 2.755 -1.332 0.150
C 3.393 -0.796 1.146
C 3.152 0.459 1.786
C 3.973 0.837 2.863
C 2.252 1.377 1.229
O 1.506 1.080 0.198
C -1.857 -1.466 0.423
O -0.877 -0.743 0.673
H 4.445 3.283 5.151
H 5.828 2.903 4.141
H 5.133 1.654 5.161
H 3.149 4.060 3.136
H 1.874 4.740 1.192
H -0.097 4.492 0.225
H -0.360 1.864 1.519
H -0.502 1.931 -0.230
H -2.333 3.600 -0.063
H -2.295 3.499 1.692
H -2.704 1.053 -0.105
H -4.035 2.075 0.439
H -3.303 1.629 2.771
H -3.522 -0.511 3.202
H -4.979 -2.102 1.740
H -6.223 -3.600 0.193
H -5.178 -4.976 0.518
H -5.377 -4.428 -1.140
H -2.947 -4.101 -1.480
H -0.830 -3.869 -1.913
H 2.019 -2.700 -2.828
H 1.125 -4.170 -2.446
H 3.239 -4.393 -1.352
H 2.081 -4.035 -0.077
H 3.906 -2.013 -1.450
H 4.273 -2.801 0.072
H 4.285 -1.317 1.490
H 4.662 0.104 3.276
F -1.978 2.214 -4.242
C -1.896 1.421 -3.191
F -2.741 0.398 -3.354
F -2.313 2.110 -2.103
C -0.452 0.882 -2.922
O -0.499 0.263 -1.692
C -0.057 -0.163 -4.011
F -0.831 -1.252 -3.903
F -0.130 0.308 -5.236
F 1.216 -0.591 -3.784
C 0.572 2.072 -2.905
F 0.214 2.935 -1.929
F 0.648 2.723 -4.048
F 1.800 1.629 -2.587
```